1.
Below is C14H21AsO10SV as an isolated structure, with properties calculated with ωB97M-V/def2-TZVPD.

Output
<S²>: 2.01
largest force on an atom: 0.5 eV/A
HOMO energy (alpha / beta): -0.459 / -0.460 hartree
calculated total energy: -132690.409 eV
orbital gap (alpha / beta): 9.383 / 10.030 eV
relative energy (zero: lowest compared OMol25 entry of this formula, charge and spin): 0.00 kcal/mol

The geometry in ORCA input format:
```
! wB97M-V def2-TZVPD RIJCOSX def2/J DEFGRID3
* xyz 1 3
V -0.52 0.04 -0.57
C 2.25 0.80 1.15
C 2.47 0.07 -0.15
O 1.33 -0.81 -0.32
C 1.41 -2.21 -0.01
C 0.22 -2.53 0.86
O -0.92 -1.98 0.18
C -2.15 -2.02 0.95
C -2.51 -0.60 1.43
O -1.29 0.14 1.39
C -1.21 1.42 2.04
C 0.28 1.62 2.27
O 0.94 1.33 1.05
H 2.31 0.12 2.00
H 2.99 1.60 1.28
H 2.44 0.75 -1.00
H 3.39 -0.52 -0.16
H 1.38 -2.76 -0.95
H 2.34 -2.43 0.51
H 0.10 -3.61 0.98
H 0.32 -2.06 1.84
H -2.92 -2.41 0.29
H -2.00 -2.70 1.79
H -3.25 -0.13 0.78
H -2.90 -0.63 2.45
H -1.63 2.18 1.38
H -1.75 1.39 2.98
H 0.48 2.65 2.59
H 0.62 0.94 3.05
O -0.46 4.21 -2.22
As -0.17 2.49 -2.36
O 1.41 2.16 -2.47
O -0.85 1.84 -0.92
C -1.45 2.04 -3.74
C -1.82 3.07 -4.59
C -2.75 2.84 -5.60
C -3.32 1.59 -5.76
C -2.96 0.56 -4.91
C -2.03 0.78 -3.91
S -1.61 -0.61 -2.90
O -2.25 -0.44 -1.54
O -1.97 -1.80 -3.58
O -0.17 -0.43 -2.55
H 0.39 4.65 -2.09
H -1.39 4.05 -4.47
H -3.03 3.65 -6.26
H -4.04 1.41 -6.54
H -3.38 -0.43 -5.03
*
```

Here are the natural (NBO) charges for atoms 1 to 8, given in e: atom 1 (V): 1.613, atom 2 (C): -0.082, atom 3 (C): -0.093, atom 4 (O): -0.583, atom 5 (C): -0.079, atom 6 (C): -0.080, atom 7 (O): -0.552, atom 8 (C): -0.081

---

2.
Below is C3H8N2O as an isolated structure in a non-equilibrium geometry, with properties calculated with ωB97M-V/def2-TZVPD.

Output
largest force on an atom: 1.7 eV/A
HOMO energy: -0.340 hartree
calculated total energy: -8265.369 eV
orbital gap: 10.136 eV
relative energy (zero: lowest compared OMol25 entry of this formula, charge and spin): 91.24 kcal/mol

The geometry in ORCA input format:
```
! wB97M-V def2-TZVPD RIJCOSX def2/J DEFGRID3
* xyz 0 1
C -1.31 0.98 -0.59
C 1.04 -1.79 0.95
N -0.54 -0.09 0.08
C 0.62 -0.48 -0.39
N -0.69 2.29 -0.64
O 1.42 -0.32 -1.24
H -0.16 -0.99 0.93
H 0.16 2.27 -1.19
H -0.46 2.62 0.29
H -2.25 1.05 -0.04
H -1.53 0.67 -1.61
H 0.55 -2.08 1.90
H 2.04 -1.46 1.23
H 1.09 -2.68 0.33
*
```

Here are the natural (NBO) charges for atoms 1 to 8, given in e: atom 1 (C): -0.059, atom 2 (C): -0.957, atom 3 (N): -0.722, atom 4 (C): 0.817, atom 5 (N): -0.826, atom 6 (O): -0.559, atom 7 (H): 0.467, atom 8 (H): 0.367

---

3.
Below is C4H9NS as an isolated structure in a non-equilibrium geometry, with properties calculated with ωB97M-V/def2-TZVPD.

Output
<S²>: 2.01
largest force on an atom: 4.7 eV/A
HOMO energy (alpha / beta): -0.186 / -0.368 hartree
calculated total energy: -16613.258 eV
orbital gap (alpha / beta): 6.024 / 9.135 eV
relative energy (zero: lowest compared OMol25 entry of this formula, charge and spin): 69.50 kcal/mol

The geometry in ORCA input format:
```
! wB97M-V def2-TZVPD RIJCOSX def2/J DEFGRID3
* xyz 0 3
C 0.47 -1.46 -0.66
C 0.95 -0.51 0.49
C 2.10 0.37 0.53
C -2.43 1.10 -0.14
N -0.45 -0.27 -0.78
S -1.96 -0.70 -0.29
H 1.17 -1.52 -1.58
H 0.00 -2.46 -0.48
H 0.44 -0.74 1.37
H 2.70 0.07 1.30
H 1.96 1.33 0.91
H 2.54 0.49 -0.45
H -2.56 1.31 0.92
H -3.36 1.41 -0.55
H -1.59 1.59 -0.59
*
```

Here are the natural (NBO) charges for atoms 1 to 8, given in e: atom 1 (C): -0.317, atom 2 (C): -0.108, atom 3 (C): -0.671, atom 4 (C): -0.734, atom 5 (N): -0.604, atom 6 (S): 0.526, atom 7 (H): 0.209, atom 8 (H): 0.200

---

4.
Below is C31H16ClF5N3NiOS2 as an isolated structure, with properties calculated with ωB97M-V/def2-TZVPD.

Output
<S²>: 2.07
largest force on an atom: 0.9 eV/A
HOMO energy (alpha / beta): -0.095 / -0.167 hartree
calculated total energy: -127748.713 eV
orbital gap (alpha / beta): 4.997 / 4.942 eV
relative energy (zero: lowest compared OMol25 entry of this formula, charge and spin): 48.48 kcal/mol

The geometry in ORCA input format:
```
! wB97M-V def2-TZVPD RIJCOSX def2/J DEFGRID3
* xyz -1 3
Ni -1.16 -1.40 0.40
Cl 3.80 -3.70 5.10
C 2.49 -3.45 3.98
C 1.91 -4.55 3.33
C 0.87 -4.35 2.46
C 0.34 -3.06 2.17
O -0.66 -2.97 1.37
C 0.97 -1.95 2.83
C 0.56 -0.60 2.62
N -0.35 -0.23 1.76
C -0.71 1.07 1.60
C -0.44 2.17 2.49
C -0.81 3.45 2.14
C -1.42 3.73 0.92
C -1.73 2.68 0.01
C -2.27 2.87 -1.26
C -2.49 1.78 -2.09
C -2.22 0.51 -1.63
N -1.73 0.30 -0.40
C -1.43 1.35 0.38
C 2.03 -2.18 3.73
H 2.29 -5.54 3.52
H 0.41 -5.19 1.95
H 1.08 0.16 3.20
H 0.04 1.98 3.44
H -0.60 4.26 2.83
H -1.66 4.75 0.65
H -2.50 3.88 -1.60
H -2.89 1.91 -3.09
H -2.41 -0.37 -2.22
H 2.49 -1.34 4.23
S -2.56 -3.86 -3.02
C -3.93 -3.51 -2.06
C -3.61 -2.78 -0.96
C -2.21 -2.47 -0.84
C -1.53 -3.00 -1.91
C -0.09 -2.88 -2.08
C 0.65 -3.60 -3.02
C 2.02 -3.46 -3.04
C 2.63 -2.61 -2.13
C 1.82 -1.91 -1.25
N 0.50 -2.03 -1.23
H -4.91 -3.85 -2.36
H -4.35 -2.47 -0.23
H 0.15 -4.27 -3.70
H 2.62 -4.02 -3.75
H 3.71 -2.49 -2.10
H 2.24 -1.22 -0.53
F 0.88 7.08 -1.88
C 1.06 5.85 -1.40
C 1.47 5.67 -0.09
F 1.67 6.73 0.70
C 1.66 4.39 0.40
F 2.07 4.27 1.67
C 1.46 3.24 -0.38
S 1.62 1.66 0.25
C 1.04 3.47 -1.70
F 0.81 2.45 -2.51
C 0.85 4.74 -2.21
F 0.46 4.92 -3.47
*
```

Here are the natural (NBO) charges for atoms 1 to 8, given in e: atom 1 (Ni): 1.012, atom 2 (Cl): -0.054, atom 3 (C): -0.110, atom 4 (C): -0.210, atom 5 (C): -0.283, atom 6 (C): 0.387, atom 7 (O): -0.722, atom 8 (C): -0.153